Entry P
Entry from the Open Molecules 2025 dataset: 2 unconnected molecules or ions with the total composition H2N2O3S (ωB97M-V with the def2-TZVPD basis set).

Properties
HOMO (alpha / beta): -9.32 / -9.31 eV
2S+1: 1
E_LUMO (alpha / beta): -0.90 / -0.90 eV

Last column: natural (NBO) charge in e.
Cartesian coordinates (Å):
N: -0.4019 2.0352 -1.1898  0.031
N: -0.7774 -0.0636 0.0010  -0.700
O: 1.8294 1.0267 -3.3295  -0.848
O: 2.4930 0.6036 -1.0825  -0.861
O: -1.0386 1.4269 -0.4232  -0.028
S: 2.2428 1.5693 -2.0914  1.685
H: -1.5960 -0.6422 0.1568  0.358
H: -0.0394 -0.6702 -0.3588  0.363

***

Entry Q
Entry from the Open Molecules 2025 dataset: 2 unconnected molecules or ions with the total composition H2N2O3S (ωB97M-V with the def2-TZVPD basis set).

Properties
HOMO (alpha / beta): -9.81 / -7.92 eV
2S+1: 1
E_LUMO (alpha / beta): -0.16 / -1.35 eV

Last column: natural (NBO) charge in e.
Cartesian coordinates (Å):
N: -1.3546 -1.5744 1.2930  0.485
N: 0.1061 0.0552 -0.1906  -0.345
O: -1.3610 -2.7667 1.3033  -0.307
O: -1.7233 -0.7158 2.0245  -0.298
O: -0.6459 -0.0486 -1.3300  -0.533
S: -0.5301 1.1114 0.8866  0.359
H: -0.2347 -0.9087 -1.6123  0.492
H: 0.4658 0.8651 1.9179  0.147

***

Entry R
Entry from the Open Molecules 2025 dataset: a single H2N2O3S molecule (ωB97M-V with the def2-TZVPD basis set).

Properties
HOMO: -9.96 eV
2S+1: 1
E_LUMO: 0.27 eV

Last column: natural (NBO) charge in e.
Cartesian coordinates (Å):
N: -0.2300 0.0988 -0.0822  -1.084
N: -2.9761 -0.4168 -0.0568  0.358
O: -2.9619 -1.4019 0.5588  -0.311
O: -1.6984 1.5208 0.9450  -0.929
O: -3.8600 0.2337 -0.5810  -0.410
S: -1.6425 0.8923 -0.3335  1.548
H: 0.0876 0.1578 0.8815  0.420
H: 0.2588 -0.5348 -0.6918  0.407

***

Entry S
Entry from the Open Molecules 2025 dataset: 2 unconnected molecules or ions with the total composition H2N2O3S (ωB97M-V with the def2-TZVPD basis set).

Properties
HOMO: -9.99 eV
2S+1: 1
E_LUMO: -1.52 eV

Last column: natural (NBO) charge in e.
Cartesian coordinates (Å):
N: -0.9100 0.1579 -0.4706  -1.070
N: 2.5249 1.0090 -0.2991  0.325
O: 1.7353 0.2226 0.4848  -0.573
O: 3.2342 1.7700 0.2785  -0.300
O: -2.6531 1.5213 0.6205  -0.837
S: -1.4441 1.5224 -0.1222  1.537
H: -1.5807 -0.5624 -0.6770  0.404
H: 0.9396 -0.1194 -0.1406  0.514

***

What should be chosen as the least stable of them? Choose entry Q.

***

Entry P
Entry from the Open Molecules 2025 dataset: a single C3H4Cl2 molecule (ωB97M-V with the def2-TZVPD basis set).

Properties
HOMO: -9.68 eV
2S+1: 1
E_LUMO: 0.39 eV
SMILES: C=CC(Cl)Cl

Last column: natural (NBO) charge in e.
Cartesian coordinates (Å):
C: 1.4867 -0.2309 0.3511  -0.399
C: 0.2783 0.2374 -0.3605  -0.192
C: -1.1646 -0.0247 0.2223  -0.211
Cl: -2.1133 1.3524 -0.3343  -0.003
Cl: -1.7200 -1.2872 -1.0578  -0.051
H: 1.2545 -0.4425 1.3524  0.182
H: 2.5654 0.0082 -0.0423  0.230
H: 0.4542 0.4781 -1.3844  0.212
H: -1.0412 -0.0909 1.2534  0.233

***

Entry Q
Entry from the Open Molecules 2025 dataset: 2 unconnected molecules or ions with the total composition C3H4Cl2 (ωB97M-V with the def2-TZVPD basis set).

Properties
HOMO: -9.38 eV
2S+1: 1
E_LUMO: 0.57 eV
SMILES: ClC1=CC1.Cl

Last column: natural (NBO) charge in e.
Cartesian coordinates (Å):
Cl: 1.5498 -1.4434 -0.4057  0.071
C: 0.8156 0.0459 -0.0586  -0.060
C: -0.0870 0.7250 0.5828  -0.207
C: 0.7317 1.5121 -0.4773  -0.409
H: -0.8612 0.9906 1.3522  0.245
H: 0.3421 1.8405 -1.3792  0.187
H: 1.5291 2.0578 -0.0640  0.176
Cl: -1.5255 -2.4466 -0.0458  -0.292
H: -2.4947 -3.2819 0.4955  0.290

***

What should be chosen as the least stable of them? Choose entry Q.

***

Entry P
Entry from the Open Molecules 2025 dataset: a single C3H4Cl2 molecule (ωB97M-V with the def2-TZVPD basis set).

Properties
HOMO: -9.95 eV
2S+1: 1
E_LUMO: 1.01 eV
SMILES: Cl[C@@H]1C[C@H]1Cl

Last column: natural (NBO) charge in e.
Cartesian coordinates (Å):
Cl: 0.4951 -1.7417 -1.0070  0.017
C: 0.3287 -0.7028 0.2664  -0.316
C: -1.0449 -0.5651 0.5299  -0.400
C: -0.1970 0.6130 -0.1475  -0.284
Cl: -0.0438 2.0673 0.6926  0.033
H: 1.1162 -0.9790 0.9207  0.238
H: -1.8854 -1.0870 0.2380  0.238
H: -1.4468 -0.2581 1.6266  0.224
H: 0.0243 0.7190 -1.3324  0.250

***

Entry Q
Entry from the Open Molecules 2025 dataset: a single C3H4Cl2 molecule (ωB97M-V with the def2-TZVPD basis set).

Properties
HOMO: -9.42 eV
2S+1: 1
E_LUMO: 0.90 eV
SMILES: C/C(Cl)=C/Cl

Last column: natural (NBO) charge in e.
Cartesian coordinates (Å):
C: -0.1730 -1.7156 1.4898  -0.636
C: -0.0250 -0.5816 0.5262  -0.033
Cl: -0.1840 -1.0026 -1.1445  0.001
C: 0.1101 0.6354 0.8337  -0.276
Cl: 0.2303 1.8873 -0.2658  0.031
H: -0.2990 -1.4279 2.4995  0.227
H: 0.7400 -2.3505 1.3257  0.228
H: -1.0634 -2.2963 1.2391  0.232
H: 0.3636 1.0070 1.8131  0.226

***

What should be chosen as the least stable of them? Choose entry P.

***

Entry P
Entry from the Open Molecules 2025 dataset: 2 unconnected molecules or ions with the total composition C3H2F2 (ωB97M-V with the def2-TZVPD basis set).

Properties
HOMO (alpha / beta): -9.58 / -9.18 eV
2S+1: 1
E_LUMO (alpha / beta): -0.27 / -0.24 eV

Last column: natural (NBO) charge in e.
Cartesian coordinates (Å):
C: 0.2606 -0.4637 0.8655  -0.275
C: -0.7217 -0.3913 0.0019  0.377
C: 0.3308 0.5463 -0.2158  0.327
F: -1.9605 -0.5692 -0.4183  -0.266
F: 0.3401 1.8112 0.1938  -0.334
H: 0.7435 -1.0190 1.6539  0.242
H: 1.0071 0.0858 -2.0811  -0.071

***

Entry Q
Entry from the Open Molecules 2025 dataset: a single C3H2F2 molecule (ωB97M-V with the def2-TZVPD basis set).

Properties
HOMO (alpha / beta): -9.34 / -8.56 eV
2S+1: 1
E_LUMO (alpha / beta): -0.97 / -1.29 eV

Last column: natural (NBO) charge in e.
Cartesian coordinates (Å):
C: 1.5748 0.3273 -0.3703  -0.099
C: 0.5075 -0.4077 0.1248  -0.526
C: -0.8868 -0.0588 0.1893  0.847
F: -1.3838 1.1157 0.0770  -0.269
F: -1.8300 -0.9257 -0.1893  -0.295
H: 1.3052 1.3644 -0.4111  0.119
H: 0.7131 -1.4152 0.5796  0.222

***

Entry R
Entry from the Open Molecules 2025 dataset: 2 unconnected molecules or ions with the total composition C3H2F2 (ωB97M-V with the def2-TZVPD basis set).

Properties
HOMO: -10.30 eV
2S+1: 1
E_LUMO: -0.82 eV

Last column: natural (NBO) charge in e.
Cartesian coordinates (Å):
C: 1.4668 -0.9386 -0.2962  0.364
C: -1.4127 1.4296 -0.0087  0.328
C: 1.2141 -0.3839 0.7626  -0.313
F: 0.8563 -1.6237 -1.1721  -0.269
F: -2.2605 0.3258 0.1778  -0.375
H: 1.4985 0.0184 1.6559  0.222
H: -1.3625 1.1724 -1.1194  0.043

***

What should be chosen as the least stable of them? Choose entry R.